ORCA calculation (ωB97M-V/def2-TZVPD) on a molecular structure, C21H28IN5O8Sr.

Geometry as XYZ:
```
64
Properties=species:S:1:pos:R:3:mulliken_charge:R:1
I 4.03433 1.54411 2.88716 0.056
Sr 0.75047 0.36182 0.44292 1.311
O 0.44261 2.00323 4.33683 -0.869
O -0.10112 -1.63950 0.89054 -0.401
O 2.13088 -0.28394 -1.18900 -0.791
O 2.14906 4.32978 -0.55300 -0.900
O 3.22027 -1.43228 -2.79821 -0.902
O 1.86301 2.32717 0.46209 -0.307
O 1.00826 0.64017 2.62799 -0.359
O -1.41265 -2.22544 2.64170 -0.861
N -2.51345 -0.84766 -0.44825 1.457
N -0.31262 1.89624 -1.30833 1.372
N 3.02730 -0.89376 1.45962 0.454
N -0.28376 -1.07695 -2.26747 1.662
N -1.59392 1.19697 1.48866 1.381
C 2.22758 -1.13445 -2.11986 0.176
C -2.41298 -1.95164 0.50992 -1.144
C -1.22988 2.54568 1.00527 -1.072
C -3.40647 0.20584 -0.01592 -1.387
C 4.95474 -1.31476 2.80532 -0.572
C 3.96316 -3.09463 1.56439 -1.159
C -1.47540 -1.88232 -2.43114 -1.272
C -2.74185 -1.29551 -1.80323 -1.574
C -1.28881 1.13096 2.94947 -0.830
C 4.94545 -2.64503 2.43317 -0.165
C -1.19654 -1.92165 1.45867 0.298
C 0.20149 1.30911 3.33620 0.031
C 0.91462 2.63941 -1.69432 -0.663
C 3.96534 -0.47143 2.29241 -0.076
C 0.92363 -1.89245 -2.43260 -0.761
C 3.03449 -2.18267 1.10931 -0.068
C -0.25470 0.12135 -3.10688 -1.554
C 1.72482 3.16711 -0.47384 0.090
C -0.96046 1.34546 -2.50318 -1.286
C -1.22969 2.76194 -0.52664 -1.687
C -3.00135 0.83974 1.31651 -1.462
H -3.53263 -2.06573 -1.85550 0.391
H -3.32478 -2.02574 1.11393 0.223
H -2.24913 2.63496 -0.89200 0.752
H 0.66611 3.48697 -2.34335 0.357
H 0.78566 0.37763 -3.30377 0.620
H -3.65012 1.71449 1.49236 0.410
H 2.23733 -2.48313 0.43886 0.293
H -1.03517 2.11409 -3.29063 0.385
H -1.52856 0.12562 3.30407 0.512
H -1.68242 -2.08451 -3.49959 0.377
H 0.86056 -2.72156 -1.72004 0.455
H 5.69928 -0.91870 3.48086 0.352
H -1.97321 1.07464 -2.23102 0.392
H -3.45659 0.95670 -0.80496 0.540
H -1.27789 -2.84736 -1.95906 0.471
H 5.69808 -3.32410 2.82005 0.351
H -3.23455 0.11723 2.09912 0.526
H -3.10264 -0.45924 -2.40290 0.588
H -0.72127 -0.07307 -4.08993 0.294
H -1.88354 1.86320 3.50997 0.331
H -0.97582 3.81545 -0.69218 0.463
H -1.91329 3.29692 1.43318 0.388
H -2.31621 -2.88965 -0.04491 0.508
H -0.22784 2.76827 1.39352 0.564
H -4.44251 -0.16027 0.12496 0.406
H 1.01215 -2.31114 -3.44389 0.189
H 3.91467 -4.12691 1.24314 0.382
H 1.58846 1.96490 -2.22659 0.309
```

Calculated values
**E_tot**: -55003.8967 eV
**Energy relative to the best compared isomer or geometry (same formula, charge and spin)**: 58.7 kcal per mole
**LUMO energy**: 4.391 eV
**Orbital gap**: 0.2623 Ha
**Net charge**: -2
**HOMO**: -2.74 eV
**Maximum force**: 2.6 eV/Å